Formula: C2H8N2PS
Source: the OMol25 dataset
Level of theory: ωB97M-V/def2-TZVPD

Energy above the lowest of the compared OMol25 structures with the same formula, charge and spin: 26.9 kcal per mole
Orbital gap: 9.43 eV
Net charge: +1
Lowest unoccupied orbital energy: -4.14 eV
Spin multiplicity: 1

The geometry in XYZ format:
```
14
Properties=species:S:1:pos:R:3:forces:R:3
C 0.0952 0.6199 0.0221 -4.4 -3.7 -0.4
C 2.1887 -1.2769 0.3194 0.1 1.2 -3.2
N -0.9264 -0.4175 0.2080 4.6 0.8 0.3
N -0.3067 1.7452 -0.5634 3.9 -1.0 0.8
P -2.6059 -0.0209 0.4159 -1.3 -0.2 0.2
S 1.7512 0.5046 0.3142 0.6 -0.6 0.8
H 3.1488 -1.1546 -0.2640 -1.1 -0.8 0.5
H 1.4091 -1.8090 -0.2605 0.8 0.3 0.0
H 2.3785 -1.8043 1.1905 0.2 -0.3 2.2
H -0.5810 -1.3635 0.6302 -0.8 2.7 -0.9
H -1.1827 2.1094 -0.4907 -2.9 1.0 0.2
H 0.4532 2.3979 -0.5189 0.0 0.9 -0.6
H -3.1593 -0.7282 -0.6873 0.2 0.0 0.1
H -2.6629 1.1979 -0.3156 0.1 -0.3 0.1
```
Forces are in eV/Å.